1.
An isolated ion of composition C5H9N2O and charge +1 at a distorted geometry. Source: the OMol25 dataset; level of theory: ωB97M-V/def2-TZVPD.

Computed properties:
Energy (eV): -10349.624
Net charge: +1
Relative energy (zero: lowest compared OMol25 entry of this formula, charge and spin) (kcal per mole): 69.1
F_max (eV/Å): 6.8
HOMO (eV): -13.139

The geometry in XYZ format:
```
17
Properties=species:S:1:pos:R:3:forces:R:3:nbo_charge:R:1
C 0.30172 -1.18252 -1.04757 -0.8993 -0.3400 0.1443 -0.134
C -0.76311 -0.86759 -0.23664 0.0993 -0.2231 -0.1626 0.202
C 1.04514 0.74275 -0.12909 -5.3797 -1.8464 2.0014 0.456
C -2.02785 -1.61197 -0.04622 -0.2015 -0.1930 0.0033 -0.662
C 1.73646 1.91789 0.36036 0.2448 0.5182 0.0617 -0.709
N -0.47974 0.24624 0.45840 6.2310 1.8584 -1.8794 -0.037
N 1.28787 -0.24043 -0.94590 0.2795 0.4841 0.2220 -0.437
O -1.29714 1.04711 1.15999 -0.5214 0.2386 -0.0117 -0.481
H 0.40855 -2.03156 -1.68993 0.0490 -0.0975 -0.1128 0.255
H -2.77060 -0.97976 0.43392 -0.0439 -0.0295 -0.0386 0.254
H -2.41078 -1.96495 -1.00071 -0.0325 0.0456 -0.0156 0.258
H -1.85149 -2.48655 0.57981 -0.0248 0.0171 0.0665 0.258
H 2.75863 1.93382 -0.01766 0.0154 0.0383 0.0328 0.268
H 1.22646 2.83163 0.04290 0.0176 -0.0733 -0.0545 0.278
H 1.76239 1.92748 1.45171 0.0629 -0.0956 -0.0479 0.271
H 2.14783 -0.31265 -1.48402 -0.0792 0.0796 0.1574 0.461
H -1.07434 1.03107 2.11066 0.1829 -0.3815 -0.3665 0.499
```
Forces are in eV/Å.


2.
An isolated ion of composition C5H9N2O and charge +1 at a distorted geometry. Source: the OMol25 dataset; level of theory: ωB97M-V/def2-TZVPD.

Computed properties:
Energy (eV): -10347.988
Net charge: +1
Relative energy (zero: lowest compared OMol25 entry of this formula, charge and spin) (kcal per mole): 106.8
F_max (eV/Å): 4.7
HOMO (eV): -14.893

The geometry in XYZ format:
```
17
Properties=species:S:1:pos:R:3:forces:R:3:nbo_charge:R:1
C 1.29337 -0.61834 0.86791 1.2702 -1.5969 -4.1669 0.196
C 1.72254 -1.43388 -1.23929 -1.3558 -1.1894 -1.5429 0.282
C 0.08488 0.13169 0.44624 -1.0369 -1.0714 -1.9340 0.267
C -0.93150 0.08290 1.57540 1.2143 -3.1229 -1.3033 -0.631
C 0.09626 1.42741 -0.38078 -0.3333 -0.8827 1.0668 -0.659
N 2.00013 -1.33576 0.02479 0.9735 2.6458 3.7878 -0.368
N 0.44978 -1.57062 -1.45729 -2.4381 0.1249 -2.6229 -0.169
O -0.45235 -1.10297 -0.54880 0.0202 0.6267 0.6830 -0.354
H 1.40079 -0.83914 1.85702 0.7167 -0.2643 2.7364 0.217
H 2.40793 -1.64862 -2.05194 0.2042 0.0522 0.2792 0.254
H -1.86278 -0.04996 1.02895 -0.4750 0.4127 0.6260 0.262
H -0.78078 1.02091 2.05797 -0.4288 0.4061 1.0505 0.255
H -0.69116 -0.91908 2.13634 -0.8854 2.3131 -0.3570 0.235
H 1.01024 1.92899 -0.15652 0.6766 0.6514 -0.1125 0.244
H -0.74927 2.07054 -0.11205 0.1823 -0.2662 0.0719 0.254
H 0.00998 1.21543 -1.42661 0.2083 -0.1234 -0.6261 0.250
H -0.04708 -2.01805 -2.33953 1.4871 1.2842 2.3639 0.465
```
Forces are in eV/Å.


3.
An isolated ion of composition C5H9N2O and charge +1 at a distorted geometry. Source: the OMol25 dataset; level of theory: ωB97M-V/def2-TZVPD.

Computed properties:
Energy (eV): -10346.640
Net charge: +1
Relative energy (zero: lowest compared OMol25 entry of this formula, charge and spin) (kcal per mole): 137.9
F_max (eV/Å): 1.7
HOMO (spin up / spin down) (eV): -12.137 / -12.343

The geometry in XYZ format:
```
17
Properties=species:S:1:pos:R:3:forces:R:3:nbo_charge:R:1
C -1.63280 -0.21597 -1.33179 -0.0965 -0.0909 -0.2916 -0.290
C -1.79681 0.47819 -0.29658 1.2679 -0.1845 0.3417 -0.010
C 1.12866 0.36261 -0.44914 0.0120 0.0302 -0.6611 -0.052
C -0.28135 -0.95206 -1.78739 0.1075 -0.3603 0.0466 -0.234
C 0.60311 0.06743 0.80289 -1.6480 -0.0727 0.0759 0.326
N 0.79699 -0.11256 -1.61362 0.8363 0.2674 0.2366 -0.382
N 0.93065 0.98916 1.94178 0.0569 -0.5109 -0.0486 -0.703
O 0.15536 -1.09685 1.35526 0.2382 0.3832 0.0437 -0.683
H -2.36528 -0.43524 -2.09359 -0.4138 0.0754 0.0101 0.294
H -2.08559 1.07829 0.51829 -0.4824 0.3146 0.2933 0.234
H 1.82422 1.19638 -0.49953 0.1628 0.1567 0.1763 0.200
H -0.31916 -1.88430 -1.20761 0.0039 0.0281 -0.0890 0.195
H -0.36971 -1.18180 -2.85015 -0.2197 -0.1019 0.2023 0.237
H 0.08043 1.16740 2.49575 0.2973 0.0795 -0.2008 0.451
H 1.31934 1.87571 1.59579 -0.1712 -0.1982 0.1324 0.456
H 1.60574 0.53492 2.57958 -0.1077 0.1934 -0.1625 0.445
H 0.40619 -1.87131 0.84006 0.1565 -0.0089 -0.1053 0.516
```
Forces are in eV/Å.


4.
A 2-piece molecular cluster, C5H9N2O overall at a distorted geometry. Source: the OMol25 dataset; level of theory: ωB97M-V/def2-TZVPD.

Computed properties:
Energy (eV): -10346.321
Net charge: +1
Relative energy (zero: lowest compared OMol25 entry of this formula, charge and spin) (kcal per mole): 145.3
F_max (eV/Å): 3.1
HOMO (eV): -13.312

The geometry in XYZ format:
```
17
Properties=species:S:1:pos:R:3:forces:R:3:nbo_charge:R:1
C -0.53532 0.16056 -0.13068 -1.3570 -0.0446 -1.7377 0.499
C 3.14444 0.79285 -0.37173 -0.2597 1.2946 0.7663 -0.393
C -0.79453 -2.30219 -0.01366 0.4060 0.7640 -1.0164 0.078
C 2.59860 -0.34745 0.47014 0.0911 -1.1614 1.7172 -0.200
C 1.72337 0.51078 0.07200 2.8980 -0.8027 -0.5375 0.229
N -0.59269 -1.08913 -0.33975 0.7673 -2.2981 0.1845 -0.350
N -3.04631 1.29036 0.14567 -0.4607 -1.0527 -0.8390 -1.128
O 0.47432 0.95087 -0.06303 -0.6435 0.7230 0.2543 -0.373
H -1.52718 0.62907 -0.33198 0.5143 0.2504 1.2504 0.276
H 3.70124 1.65412 0.15385 -0.7782 -1.4694 -1.0507 0.214
H 3.40913 0.54012 -1.40002 0.1912 0.3534 0.2325 0.207
H -0.92511 -3.13816 -0.78077 0.2798 1.3957 1.0965 0.251
H -0.76235 -2.45964 1.05318 -0.3874 -0.6963 0.2236 0.220
H 2.92749 -1.19069 1.14634 -0.5888 1.1329 -1.1708 0.257
H -3.23631 1.71290 1.04858 0.3225 1.0359 -0.8094 0.412
H -3.70201 0.49612 0.11366 0.3716 0.8138 -0.7802 0.390
H -2.85680 1.78952 -0.77178 -1.3665 -0.2384 2.2166 0.411
```
Forces are in eV/Å.


5.
A 2-piece molecular cluster, C5H9N2O2 overall at a distorted geometry. Source: the OMol25 dataset; level of theory: ωB97M-V/def2-TZVPD.

Computed properties:
Energy (eV): -12398.232
Net charge: +1
Relative energy (zero: lowest compared OMol25 entry of this formula, charge and spin) (kcal per mole): 62.8
F_max (eV/Å): 3.5
HOMO (eV): -13.929

The geometry in XYZ format:
```
18
Properties=species:S:1:pos:R:3:forces:R:3:nbo_charge:R:1
C -1.59684 1.55468 -0.25283 0.8472 0.2098 0.5444 0.247
C -0.98213 -0.99096 0.78264 -1.4694 -1.1947 2.5570 0.506
C -2.51898 0.36192 -0.50063 -1.5800 1.7516 -1.5404 -0.502
C -2.45663 -0.43459 0.84384 1.8151 -1.6532 -2.4981 -0.493
C -0.00847 -0.04202 0.11738 1.5988 -1.3318 -1.0184 0.590
N -0.36627 1.26139 -0.04221 0.7752 -0.3780 0.2162 -0.448
N 1.55372 -3.04843 -0.40212 2.7499 -1.5990 0.4405 -0.918
O -0.59872 -2.09333 1.16623 -0.9330 2.1325 -0.9801 -0.488
O 1.03648 -0.61326 -0.26319 -1.0209 2.3011 0.1985 -0.567
H -1.76796 2.66033 -0.06855 -0.7102 -1.4522 -0.6249 0.247
H -3.57848 0.70207 -0.73156 1.2689 -0.4976 0.3518 0.266
H -2.13476 -0.13040 -1.47761 -0.6432 0.3077 1.8721 0.252
H -3.10212 -1.30946 0.77493 -0.1481 0.1656 0.3516 0.261
H -2.69479 0.21681 1.65638 0.0378 0.1923 0.6710 0.261
H 1.34709 -1.99768 -0.06802 0.3291 -0.7928 0.0539 0.482
H 2.57888 -3.39781 -0.52367 -1.9095 1.7101 -0.3910 0.444
H 1.27325 -3.82648 0.18717 -1.0188 0.4504 0.5637 0.435
H 1.03664 -3.11867 -1.25970 0.0109 -0.3218 -0.7677 0.425
```
Forces are in eV/Å.


6.
One molecule with the formula C5H9N2O3PS2 at a distorted geometry. Source: the OMol25 dataset; level of theory: ωB97M-V/def2-TZVPD.

Computed properties:
Energy (eV): -45414.899
Relative energy (zero: lowest compared OMol25 entry of this formula, charge and spin) (kcal per mole): 21.3
F_max (eV/Å): 4.7
HOMO (eV): -9.340

The geometry in XYZ format:
```
22
Properties=species:S:1:pos:R:3:forces:R:3:nbo_charge:R:1
C 0.62783 0.07549 0.53624 3.5849 2.3484 -1.9127 0.686
C -2.79996 1.00026 0.86573 0.4195 -0.4935 0.9039 0.247
C -0.62628 0.37545 -0.24266 -2.0991 -0.8195 0.2934 0.033
C -0.86419 -0.87509 -1.16082 2.1779 1.2515 -0.1191 -0.595
C -0.58035 1.57993 -1.07488 0.1411 1.7427 -1.4503 -0.607
N -1.73340 0.52254 0.67872 0.6777 -0.5027 -0.1811 -0.474
N 0.61145 -0.47705 1.71589 -0.0882 -2.3568 3.6650 -0.917
O 1.76862 0.41085 0.09124 -2.4520 -0.5855 -0.1221 -0.672
O 2.47075 0.31964 3.23006 2.1737 -0.8339 2.1953 -0.975
O 3.06035 -1.48608 1.45734 -0.0741 -2.4718 3.2996 -0.967
P 2.02883 -1.05715 2.56708 -0.8941 -1.7683 0.0152 1.945
S -4.14344 1.46631 1.49936 -1.0636 0.5557 -0.1084 -0.001
S 1.66188 -2.66781 3.65854 0.1080 1.9545 -0.6095 -0.581
H 0.12072 -0.82387 -1.70684 -0.9791 -0.7963 0.1509 0.226
H -1.67651 -0.84700 -1.92645 0.3672 0.0580 1.2227 0.242
H -0.81730 -1.65740 -0.41719 -0.5776 -0.9986 -0.6208 0.222
H -0.26727 2.55507 -0.66522 -0.4217 -0.6161 0.4731 0.238
H -1.55254 1.66139 -1.58820 0.3092 0.2196 0.3084 0.219
H 0.13342 1.39335 -1.83996 0.7254 -0.0658 -0.8462 0.230
H -0.18224 -0.81963 2.26929 -0.2369 0.5170 -1.0233 0.450
H 3.17484 0.12652 3.97676 -1.9935 0.6150 -2.0462 0.531
H 3.10896 -0.91265 0.76459 0.1952 3.0462 -3.4879 0.520
```
Forces are in eV/Å.


7.
An isolated ion of composition C5H9N2OS and charge +1 at a distorted geometry. Source: the OMol25 dataset; level of theory: ωB97M-V/def2-TZVPD.

Computed properties:
Energy (eV): -21185.802
Net charge: +1
Relative energy (zero: lowest compared OMol25 entry of this formula, charge and spin) (kcal per mole): 40.8
F_max (eV/Å): 4.4
HOMO (eV): -13.243

The geometry in XYZ format:
```
18
Properties=species:S:1:pos:R:3:forces:R:3:nbo_charge:R:1
C -2.51963 -0.53972 -0.79379 1.8978 1.8602 3.5130 -0.405
C -2.45686 0.63811 0.05556 -1.5043 -1.0740 -2.9939 0.224
C -1.55356 -1.52670 -0.86041 0.7079 1.0854 -0.1621 0.212
C 0.66633 -1.02050 0.09348 -0.4061 0.9907 -1.4632 0.484
C 3.07731 0.38128 -0.64743 -0.4832 -1.9021 -1.8361 -0.690
N -0.44386 -1.56816 -0.16702 -0.1894 -0.5205 0.3078 -0.520
N -1.48300 0.99166 0.87534 -1.0711 1.6790 1.8982 -0.722
O 1.38799 -1.43083 1.10155 1.0995 0.4731 0.1789 -0.630
S 1.20913 0.36897 -0.88656 1.2743 -0.9676 0.4874 0.258
H -3.36734 -0.73567 -1.31316 -2.4585 -0.0540 -1.5516 0.243
H -3.26851 1.43745 -0.14413 1.4893 -1.3761 0.3101 0.236
H -1.68374 -2.27839 -1.61847 -0.0900 -0.5694 -0.0334 0.230
H 3.73806 -0.28666 -1.28633 -1.5539 0.4107 0.3859 0.246
H 3.28618 0.13215 0.34235 0.2549 -0.0032 1.7204 0.235
H 3.35312 1.35253 -0.91189 0.3381 1.7023 -0.0291 0.238
H -1.12853 0.38318 1.61810 0.2895 -0.2195 -0.8971 0.428
H -1.70199 1.92239 1.28255 0.6323 -0.8775 -0.2474 0.418
H 1.06405 -2.28557 1.38172 -0.2271 -0.6376 0.4123 0.513
```
Forces are in eV/Å.


8.
An isolated ion of composition C5H9N2OS3 and charge +1 at a distorted geometry. Source: the OMol25 dataset; level of theory: ωB97M-V/def2-TZVPD.

Computed properties:
Energy (eV): -42855.925
Net charge: +1
Relative energy (zero: lowest compared OMol25 entry of this formula, charge and spin) (kcal per mole): 0.0
F_max (eV/Å): 4.9
HOMO (eV): -12.184

The geometry in XYZ format:
```
20
Properties=species:S:1:pos:R:3:forces:R:3:nbo_charge:R:1
C -0.82520 -1.08140 0.08868 -0.1855 -1.0185 -0.1342 -0.395
C -0.44358 -1.07621 -1.23861 -0.3453 0.5680 -0.0641 -0.237
C -0.57692 -0.08565 1.09439 -0.1614 1.7100 0.3071 0.654
C 1.56845 0.87800 0.51462 2.3505 0.5784 -1.8403 0.399
C -0.48635 2.23616 0.16894 0.9244 2.4265 0.1868 -0.450
N 0.33212 1.08358 0.64872 -4.8562 -0.5082 0.5872 -0.422
N 2.11369 -0.20458 0.99055 2.1804 -1.8406 1.5554 -0.741
O -1.13575 0.02758 2.14747 0.6445 -0.1918 -0.2883 -0.476
S -1.72316 -2.51955 0.76897 0.9605 -0.5557 -1.4342 0.030
S -0.99386 -2.23360 -2.41215 0.6791 0.4249 -0.3077 0.182
S 0.45740 0.24569 -2.06533 0.2578 -1.5404 -1.8027 0.022
H 2.20669 1.50382 -0.17637 -0.7823 -0.3618 1.1701 0.247
H -1.59829 2.05219 -0.13808 2.2093 -0.1744 1.2096 0.277
H -0.30161 3.14725 0.91713 -1.0115 -2.1207 -1.5282 0.259
H 0.03243 2.51679 -0.75835 -0.4127 0.3572 0.1610 0.224
H 1.73707 -0.75841 1.79001 0.1076 0.7559 -1.1282 0.440
H 3.11263 -0.40077 0.80490 -1.0747 0.3363 0.1175 0.439
H -2.40219 -2.07268 1.79906 -0.1930 0.9874 0.4297 0.182
H -1.78700 -2.85927 -1.58124 -0.6675 -0.6549 0.5291 0.154
H 0.71340 -0.39895 -3.36332 -0.6240 0.8226 2.2746 0.212
```
Forces are in eV/Å.


> Which of these has the highest F_max?

number 1


> Which of these has the highest F_max?

number 1